No. 1
{"formula": "C16H23BN6O2ReS2", "method": "ωB97M-V/def2-TZVPD", "multiplicity": 2, "energy_ha": -2001.51602, "homo_energy_ha": [-0.5286, -0.5283], "total_charge": 2, "relative_energy_ev": 2.244, "gap_ha": [0.2034, 0.2158], "species": ["Re", "C", "C", "C", "C", "C", "C", "C", "H", "H", "H", "H", "H", "H", "H", "H", "N", "N", "C", "O", "O", "H", "H", "H", "C", "N", "C", "C", "N", "B", "N", "C", "C", "N", "C", "C", "S", "C", "S", "H", "H", "H", "H", "H", "H", "H", "H", "H", "H", "H", "H"], "coordinates": [[-0.82, 0.42, 0.09], [-1.24, 4.72, 2.97], [-0.51, 3.65, 2.24], [-0.05, 2.50, 2.89], [0.71, 1.56, 2.22], [1.00, 1.71, 0.84], [0.51, 2.86, 0.18], [-0.24, 3.80, 0.87], [-2.25, 4.86, 2.56], [-0.73, 5.67, 2.85], [-1.32, 4.50, 4.03], [-0.23, 2.38, 3.95], [1.14, 0.74, 2.78], [1.86, 1.18, 0.41], [0.82, 3.06, -0.84], [-0.59, 4.69, 0.37], [-2.62, 1.88, -0.01], [-3.77, 1.08, -0.12], [-3.67, -0.31, -0.01], [-4.65, -1.00, 0.02], [-2.44, -0.75, 0.00], [-2.65, 2.47, 0.84], [-2.56, 2.51, -0.82], [-4.68, 1.48, 0.04], [2.17, -2.88, 2.81], [2.61, -2.49, 1.50], [3.86, -2.66, 1.01], [3.86, -2.19, -0.28], [2.62, -1.73, -0.57], [2.24, -1.03, -1.90], [0.94, -1.69, -2.46], [0.79, -2.96, -2.90], [-0.49, -3.10, -3.37], [-1.11, -1.90, -3.22], [-2.47, -1.57, -3.54], [-0.22, -1.06, -2.66], [-0.55, 0.58, -2.27], [1.86, -1.92, 0.53], [0.15, -1.67, 0.72], [2.88, -2.52, 3.56], [2.10, -3.96, 2.89], [1.18, -2.45, 3.01], [4.65, -3.09, 1.59], [4.65, -2.15, -0.99], [2.01, 0.11, -1.67], [3.12, -1.20, -2.67], [1.58, -3.68, -2.86], [-0.98, -3.95, -3.80], [-2.92, -2.37, -4.12], [-2.51, -0.65, -4.11], [-3.04, -1.45, -2.61]]}

***

No. 2
{"formula": "CH2FPS2", "method": "ωB97M-V/def2-TZVPD", "multiplicity": 1, "energy_ha": -1276.84576, "homo_energy_ha": -0.3442, "smiles": "FC(=S)SP", "total_charge": 0, "relative_energy_ev": 0.626, "gap_ha": 0.3296, "species": ["C", "F", "P", "S", "S", "H", "H"], "coordinates": [[-1.45, 0.01, 0.31], [-0.98, 1.25, 0.35], [1.49, 0.44, 0.07], [-3.00, -0.51, 0.10], [0.04, -1.11, 0.38], [1.62, 0.56, -1.31], [2.28, -0.63, 0.09]]}

***

No. 3
{"formula": "C5H13N5S", "method": "ωB97M-V/def2-TZVPD", "multiplicity": 1, "energy_ha": -869.51091, "homo_energy_ha": -0.6433, "total_charge": 2, "relative_energy_ev": 3.366, "gap_ha": 0.3800, "species": ["C", "C", "C", "C", "C", "N", "N", "N", "N", "N", "S", "H", "H", "H", "H", "H", "H", "H", "H", "H", "H", "H", "H", "H"], "coordinates": [[-4.02, -0.55, -0.18], [2.35, -1.48, -0.03], [3.22, -0.10, -1.71], [2.88, 0.76, 0.52], [-1.79, 1.88, 1.05], [-2.99, -0.01, -0.18], [2.01, -2.47, 0.51], [-0.50, -0.56, 0.08], [2.81, -0.40, -0.35], [-5.22, -0.94, -0.37], [-1.31, 0.67, -0.30], [4.30, 0.37, -1.72], [3.15, -0.96, -2.46], [2.64, 0.72, -2.06], [2.73, 1.70, -0.17], [2.13, 0.59, 1.25], [3.80, 0.80, 1.06], [-1.57, 1.42, 2.02], [-2.84, 1.95, 1.07], [-1.15, 2.82, 1.10], [1.21, -3.03, 0.68], [-0.48, -1.07, 0.96], [-5.64, -1.10, -1.28], [-5.73, -1.02, 0.50]]}

***

No. 4
{"formula": "C28H47MnN4O9PS2SbSeSi3", "method": "ωB97M-V/def2-TZVPD", "multiplicity": 3, "energy_ha": -7790.32625, "homo_energy_ha": [-0.2768, -0.2229], "total_charge": 0, "relative_energy_ev": 0.267, "gap_ha": [0.2522, 0.1981], "species": ["Mn", "C", "C", "O", "P", "S", "S", "O", "C", "C", "H", "H", "H", "H", "H", "H", "H", "H", "H", "H", "O", "C", "O", "C", "C", "C", "C", "C", "C", "O", "N", "O", "O", "N", "O", "O", "H", "H", "C", "Si", "C", "C", "Sb", "Si", "C", "C", "C", "Si", "C", "C", "C", "H", "H", "H", "H", "H", "H", "H", "H", "H", "H", "H", "H", "H", "H", "H", "H", "H", "H", "H", "H", "H", "H", "H", "H", "H", "H", "H", "C", "N", "C", "Se", "N", "C", "C", "C", "C", "C", "C", "H", "H", "H", "H", "H", "H", "H", "H"], "coordinates": [[0.75, -0.12, -0.12], [3.46, 3.72, 1.71], [1.98, 3.51, 1.45], [1.71, 2.12, 1.62], [0.25, 1.45, 1.59], [0.07, -0.20, 2.64], [-0.50, 1.90, -0.45], [-0.56, 2.65, 2.33], [-1.69, 2.46, 3.19], [-1.69, 3.58, 4.21], [3.72, 4.77, 1.59], [4.05, 3.13, 1.01], [3.71, 3.41, 2.73], [1.73, 3.80, 0.43], [1.36, 4.09, 2.14], [-1.62, 1.48, 3.66], [-2.60, 2.49, 2.58], [-0.81, 3.51, 4.84], [-2.57, 3.51, 4.84], [-1.70, 4.55, 3.72], [-2.39, -2.82, -0.01], [-1.16, -2.37, -0.02], [-0.97, -1.18, -0.25], [-0.10, -3.37, 0.15], [-0.49, -4.70, 0.12], [0.43, -5.71, 0.32], [1.75, -5.42, 0.61], [2.15, -4.11, 0.65], [1.29, -3.00, 0.31], [1.74, -1.83, 0.15], [3.53, -3.91, 1.10], [3.92, -2.80, 1.39], [4.24, -4.89, 1.19], [-0.02, -7.09, 0.27], [-1.20, -7.30, 0.05], [0.81, -7.96, 0.47], [-1.52, -4.95, -0.06], [2.45, -6.21, 0.84], [-2.74, 4.74, 0.74], [-3.41, 3.85, -0.78], [-2.60, 4.58, -2.31], [-5.28, 4.02, -0.88], [-2.90, 1.36, -0.39], [-2.93, 0.62, -2.86], [-1.43, 1.26, -3.79], [-4.54, 1.25, -3.62], [-2.94, -1.26, -3.00], [-3.64, -3.07, 1.12], [-3.69, -1.64, 2.30], [-5.15, -3.18, 0.04], [-3.29, -4.67, 2.01], [-2.65, 5.81, 0.54], [-1.76, 4.37, 1.02], [-3.41, 4.62, 1.59], [-2.72, 5.67, -2.29], [-3.04, 4.21, -3.24], [-1.53, 4.36, -2.33], [-5.57, 4.90, -1.46], [-5.70, 4.13, 0.12], [-5.76, 3.16, -1.34], [-1.42, 2.35, -3.88], [-1.43, 0.83, -4.79], [-0.51, 0.95, -3.29], [-4.70, 2.32, -3.47], [-5.40, 0.72, -3.21], [-4.53, 1.07, -4.70], [-1.97, -1.69, -2.73], [-3.14, -1.50, -4.05], [-3.71, -1.74, -2.39], [-4.15, -0.75, 1.85], [-2.69, -1.35, 2.63], [-4.27, -1.92, 3.19], [-5.35, -2.23, -0.44], [-6.03, -3.45, 0.63], [-5.03, -3.94, -0.73], [-2.35, -4.62, 2.56], [-3.23, -5.52, 1.33], [-4.08, -4.87, 2.72], [5.53, 1.88, -2.50], [5.32, 0.82, -1.54], [4.14, 0.38, -1.06], [2.48, 1.06, -1.49], [4.38, -0.60, -0.17], [5.74, -0.80, -0.06], [6.51, -1.67, 0.71], [7.88, -1.59, 0.56], [8.48, -0.68, -0.31], [7.72, 0.19, -1.08], [6.35, 0.11, -0.93], [4.56, 2.23, -2.85], [6.10, 1.50, -3.35], [6.07, 2.71, -2.04], [3.64, -1.10, 0.30], [6.05, -2.37, 1.39], [8.50, -2.25, 1.15], [9.56, -0.65, -0.39], [8.18, 0.90, -1.76]]}

***

No. 5
{"formula": "C37H36N6O5P2Se2Ti", "method": "ωB97M-V/def2-TZVPD", "multiplicity": 1, "energy_ha": -8470.71153, "homo_energy_ha": -0.4733, "total_charge": 2, "relative_energy_ev": 2.083, "gap_ha": 0.2149, "species": ["Ti", "C", "C", "O", "C", "C", "O", "C", "C", "O", "C", "C", "O", "H", "H", "H", "H", "H", "H", "H", "H", "H", "H", "H", "H", "H", "H", "H", "H", "Se", "P", "C", "C", "C", "C", "C", "C", "C", "C", "C", "C", "C", "C", "C", "C", "N", "N", "N", "P", "Se", "C", "C", "C", "C", "C", "C", "C", "C", "C", "C", "C", "C", "H", "H", "H", "H", "H", "H", "H", "H", "H", "H", "H", "H", "H", "H", "H", "H", "H", "H", "H", "H", "O", "N", "C", "C", "N", "C", "N"], "coordinates": [[-0.01, 0.41, 0.13], [0.09, -2.70, 0.26], [0.99, -2.60, -0.95], [1.47, -1.26, -0.96], [2.36, -0.97, -2.07], [1.83, 1.39, -2.42], [0.50, 0.95, -2.15], [-0.54, 1.70, -2.76], [-1.75, 0.77, -2.76], [-1.79, 0.08, -1.51], [-2.33, -1.24, -1.60], [-2.16, -1.86, -0.23], [-0.83, -1.59, 0.26], [0.69, -2.60, 1.16], [-0.44, -3.65, 0.29], [0.44, -2.80, -1.88], [1.81, -3.31, -0.87], [1.82, -1.15, -3.01], [3.24, -1.62, -2.00], [1.92, 1.48, -3.51], [2.06, 2.34, -1.95], [-0.29, 1.95, -3.79], [-0.73, 2.61, -2.20], [-1.63, 0.04, -3.56], [-2.67, 1.33, -2.92], [-1.78, -1.81, -2.37], [-3.38, -1.22, -1.87], [-2.35, -2.93, -0.25], [-2.85, -1.39, 0.47], [5.67, 2.26, 2.46], [5.65, 1.62, 0.47], [5.98, 2.99, -0.69], [6.62, 4.11, -0.18], [6.92, 5.17, -1.02], [6.59, 5.11, -2.36], [5.96, 3.98, -2.87], [5.65, 2.92, -2.04], [6.78, 0.26, 0.06], [6.86, -0.33, -1.21], [7.81, -1.31, -1.45], [8.70, -1.69, -0.44], [8.63, -1.10, 0.81], [7.67, -0.13, 1.06], [3.93, 1.14, -0.04], [2.69, 1.27, 0.75], [1.57, 1.33, 0.20], [2.75, 0.37, -1.96], [3.89, 0.58, -1.20], [2.51, 0.85, 2.60], [0.53, -0.12, 2.53], [2.33, 2.40, 3.52], [3.15, 2.75, 4.58], [2.91, 3.94, 5.25], [1.87, 4.77, 4.87], [1.06, 4.42, 3.79], [1.28, 3.23, 3.12], [3.55, -0.43, 3.33], [3.55, -0.58, 4.71], [4.27, -1.63, 5.27], [4.95, -2.52, 4.45], [4.93, -2.37, 3.07], [4.22, -1.32, 2.50], [6.87, 4.16, 0.87], [7.42, 6.05, -0.62], [6.83, 5.94, -3.02], [5.71, 3.93, -3.93], [5.17, 2.04, -2.44], [6.20, -0.02, -2.00], [7.88, -1.76, -2.43], [9.45, -2.44, -0.65], [9.32, -1.39, 1.58], [7.62, 0.34, 2.04], [3.98, 2.13, 4.88], [3.55, 4.22, 6.08], [1.69, 5.69, 5.40], [0.25, 5.07, 3.49], [0.66, 2.96, 2.28], [3.00, 0.11, 5.34], [4.30, -1.74, 6.34], [5.50, -3.34, 4.90], [5.47, -3.06, 2.44], [4.22, -1.19, 1.43], [-0.91, 1.89, 0.22], [-1.99, 2.67, 0.14], [-3.03, 2.44, 0.87], [-4.14, 3.32, 0.77], [-5.07, 3.99, 0.70], [-3.11, 1.26, 1.69], [-2.91, 0.22, 2.13]]}

***

No. 6
{"formula": "C6H12O", "method": "ωB97M-V/def2-TZVPD", "multiplicity": 1, "energy_ha": -311.00312, "homo_energy_ha": -0.3326, "smiles": "CCO[C@H]1C[C@H]1C", "total_charge": 0, "relative_energy_ev": 1.528, "gap_ha": 0.3757, "species": ["C", "C", "O", "C", "C", "C", "C", "H", "H", "H", "H", "H", "H", "H", "H", "H", "H", "H", "H"], "coordinates": [[0.01, -2.83, -0.56], [-0.62, -1.67, 0.20], [0.30, -0.61, 0.10], [0.08, 0.48, 0.94], [1.20, 1.46, 0.94], [-0.12, 1.84, 0.32], [-0.24, 1.99, -1.17], [0.99, -3.05, -0.13], [0.15, -2.55, -1.61], [-0.61, -3.73, -0.52], [-0.78, -1.94, 1.25], [-1.60, -1.40, -0.23], [-0.43, 0.25, 1.87], [2.01, 1.22, 0.25], [1.52, 1.92, 1.88], [-0.73, 2.53, 0.91], [-1.30, 2.02, -1.48], [0.23, 2.92, -1.52], [0.23, 1.15, -1.68]]}

***

No. 7
{"formula": "C5H8O", "method": "ωB97M-V/def2-TZVPD", "multiplicity": 1, "energy_ha": -270.41607, "homo_energy_ha": -0.3035, "smiles": "O[C@H]1[C@H]2CC[C@@H]12", "total_charge": 0, "relative_energy_ev": 3.859, "gap_ha": 0.3342, "species": ["O", "C", "C", "C", "C", "C", "H", "H", "H", "H", "H", "H", "H", "H"], "coordinates": [[1.33, -1.41, 0.28], [0.89, -0.39, 1.09], [0.37, 0.88, 0.67], [-0.20, 0.75, -0.75], [-1.27, -0.25, -0.23], [-0.72, -0.06, 1.20], [1.78, -0.99, -0.46], [1.37, -0.38, 2.08], [0.73, 1.80, 1.12], [0.50, 0.35, -1.50], [-0.59, 1.69, -1.13], [-2.29, 0.10, -0.46], [-1.18, -1.28, -0.57], [-0.51, -0.86, 1.91]]}

***

No. 8
{"formula": "C22H55BrN6O6P", "method": "ωB97M-V/def2-TZVPD", "multiplicity": 1, "energy_ha": -4566.06969, "homo_energy_ha": -0.3940, "total_charge": 1, "gap_ha": 0.2369, "species": ["C", "C", "Br", "C", "N", "C", "C", "N", "C", "P", "O", "O", "H", "H", "H", "H", "H", "H", "H", "H", "H", "H", "H", "C", "C", "C", "O", "C", "N", "H", "H", "H", "H", "H", "H", "H", "H", "H", "H", "H", "C", "C", "C", "O", "C", "N", "H", "H", "H", "H", "H", "H", "H", "H", "H", "H", "H", "C", "C", "C", "O", "C", "N", "H", "H", "H", "H", "H", "H", "H", "H", "H", "H", "H", "C", "C", "C", "O", "C", "N", "H", "H", "H", "H", "H", "H", "H", "H", "H", "H", "H"], "coordinates": [[0.89, 2.17, 0.50], [0.38, 2.39, -1.06], [0.00, 4.35, -1.25], [-0.86, 1.41, -1.48], [-1.83, 1.13, -0.34], [-1.79, -0.12, 0.52], [-3.03, 0.02, 1.59], [-3.78, 1.32, 1.36], [-3.02, 1.95, 0.18], [-3.52, 3.61, -0.62], [-5.22, 3.54, -1.00], [-3.11, 4.99, 0.35], [-0.01, 2.30, 1.26], [1.40, 1.13, 0.67], [1.69, 3.02, 0.75], [1.31, 2.12, -1.76], [-0.41, 0.37, -1.79], [-1.39, 1.84, -2.46], [-1.04, -1.03, 0.43], [-3.31, -0.79, 2.39], [-4.61, 1.71, 1.85], [-5.77, 3.86, -0.23], [-3.22, 4.82, 1.33], [5.61, -2.51, -0.79], [5.43, -1.06, -0.36], [4.69, -0.89, 0.99], [3.28, -1.13, 0.94], [2.92, -2.50, 0.91], [4.74, -0.33, -1.44], [4.71, -2.95, -1.21], [6.38, -2.58, -1.56], [5.93, -3.13, 0.06], [6.43, -0.63, -0.24], [4.80, 0.16, 1.30], [5.15, -1.49, 1.78], [3.59, -3.11, 1.52], [2.91, -2.86, -0.12], [1.90, -2.60, 1.30], [4.72, 0.66, -1.20], [3.75, -0.60, -1.41], [-6.75, 5.67, 2.61], [-6.29, 5.09, 3.95], [-6.32, 6.10, 5.12], [-5.27, 7.07, 5.10], [-5.46, 8.13, 4.17], [-4.95, 4.50, 3.78], [-5.98, 6.28, 2.13], [-7.00, 4.86, 1.92], [-7.64, 6.28, 2.74], [-6.98, 4.28, 4.20], [-6.18, 5.54, 6.05], [-7.29, 6.59, 5.20], [-6.52, 8.42, 4.10], [-5.07, 7.84, 3.20], [-4.89, 8.99, 4.51], [-4.69, 4.02, 4.64], [-4.28, 5.28, 3.73], [5.44, -8.24, 1.91], [6.08, -7.30, 0.89], [6.69, -6.02, 1.50], [5.73, -5.03, 1.91], [5.08, -5.32, 3.13], [5.09, -6.98, -0.15], [4.45, -7.91, 2.23], [5.31, -9.24, 1.48], [6.07, -8.34, 2.80], [6.90, -7.86, 0.42], [7.30, -5.53, 0.73], [7.37, -6.25, 2.33], [5.75, -5.80, 3.85], [4.20, -5.94, 2.95], [4.72, -4.38, 3.56], [5.55, -6.45, -0.89], [4.43, -6.31, 0.25], [-2.62, -1.13, -7.08], [-2.16, -1.71, -5.75], [-2.19, -0.70, -4.58], [-1.14, 0.27, -4.60], [-1.33, 1.33, -5.52], [-0.82, -2.29, -5.92], [-1.85, -0.52, -7.57], [-2.87, -1.93, -7.78], [-3.51, -0.51, -6.95], [-2.85, -2.52, -5.50], [-2.05, -1.26, -3.64], [-3.16, -0.21, -4.49], [-2.39, 1.62, -5.60], [-0.94, 1.05, -6.50], [-0.76, 2.20, -5.19], [-0.56, -2.78, -5.06], [-0.15, -1.51, -5.96]]}

***

No. 9
{"formula": "C3H8O2", "method": "ωB97M-V/def2-TZVPD", "multiplicity": 1, "energy_ha": -269.49516, "homo_energy_ha": -0.3134, "smiles": "C=C(O)CO.[H][H]", "total_charge": 0, "relative_energy_ev": 2.714, "gap_ha": 0.3342, "species": ["C", "C", "O", "C", "O", "H", "H", "H", "H", "H", "H", "H", "H"], "coordinates": [[0.86, -0.96, 1.09], [0.04, -0.57, 0.12], [-0.09, -1.24, -1.03], [-0.76, 0.72, 0.18], [-1.40, 0.97, -1.07], [0.91, -0.40, 2.02], [1.81, 0.26, -0.22], [1.47, -1.85, 0.97], [1.73, 0.64, -0.88], [-0.62, -0.68, -1.63], [-1.48, 0.60, 0.98], [-0.12, 1.58, 0.41], [-2.35, 0.93, -0.94]]}